Formula: C9H34O8
Source: the OMol25 dataset
Level of theory: ωB97M-V/def2-TZVPD

Results
* relative energy (zero: lowest compared OMol25 entry of this formula, charge and spin): 13.406 eV
* charge: 0
* total energy: -964.724338 hartree
* LUMO level: 0.015 hartree

Each line ends with the Löwdin charge.
CARTESIAN COORDINATES (ANGSTROEM)
O 2.102 0.171 -3.964  -0.08
O -1.097 0.437 -2.030  -0.06
O -0.348 -0.635 -0.483  -0.14
O 0.149 -2.688 -1.041  -0.15
O 2.149 -0.986 3.135  -0.05
O -2.335 2.655 0.925  -0.07
O -1.913 -2.009 -1.986  -0.05
O 1.440 0.191 -0.367  -0.06
C -1.184 1.691 2.720  -0.06
C -1.752 1.436 1.323  -0.33
C 0.061 -1.038 1.918  -0.06
C -1.501 1.739 -1.674  -0.03
C 1.164 -1.816 2.670  -0.33
C -0.312 -3.246 0.177  -0.13
C 0.903 2.445 0.133  -0.04
C 1.572 1.531 -0.929  -0.14
C 1.573 -0.305 -2.775  -0.18
H 2.275 -0.053 -1.980  0.08
H 0.581 0.123 -2.627  0.07
H 0.725 -2.309 3.537  0.11
H 0.992 1.482 -1.851  0.10
H -0.688 -1.747 1.566  0.05
H 2.105 0.080 0.317  0.16
H -0.888 1.898 -0.787  0.02
H 0.425 -3.181 0.977  0.05
H 0.307 -1.742 -0.994  -0.04
H -2.466 0.614 1.374  0.14
H -1.040 -1.895 -1.608  -0.04
H -2.537 1.775 -1.337  0.10
H -1.015 1.106 0.590  0.05
H 2.598 1.852 -1.110  0.14
H -2.468 -2.243 -1.242  0.04
H -1.259 2.419 -2.490  0.13
H -0.355 -0.316 2.621  0.04
H 2.750 -1.490 3.689  0.09
H 0.520 -0.628 1.019  0.06
H -1.824 2.236 3.414  0.08
H -0.998 0.776 3.283  0.05
H 1.252 2.191 1.134  0.09
H 1.478 -1.390 -2.741  0.11
H -3.002 2.489 0.254  0.07
H 1.558 -2.636 2.068  0.09
H -0.289 2.311 2.657  0.08
H -0.182 2.429 0.234  0.02
H 0.420 -0.110 -0.257  -0.24
H -1.354 0.282 -2.942  0.16
H 1.264 3.472 0.072  0.09
H -0.600 -4.297 0.133  0.10
H -0.757 -0.163 -1.207  -0.23
H -1.168 -2.687 0.555  0.07
H 2.971 -0.223 -4.074  0.09


Formula: C36H41F4NO6
Source: the OMol25 dataset
Level of theory: ωB97M-V/def2-TZVPD

Results
* charge: 0
* total energy: -2301.996468 hartree
* SMILES: CCC(=O)OCCCOC[C@@H](N)CC(=O)OC(C)=O.Fc1ccccc1.Fc1ccccc1.Fc1ccccc1.Fc1ccccc1
* LUMO level: 0.018 hartree

Each line ends with the Löwdin charge.
CARTESIAN COORDINATES (ANGSTROEM)
F 3.940 5.751 1.724  0.06
F 2.446 -2.407 8.644  0.05
F -0.056 3.841 2.393  0.04
F -3.437 1.388 -6.184  0.04
O 0.754 -0.308 -4.432  0.03
O -0.767 -0.386 -2.842  0.16
O -0.290 -3.883 1.367  0.09
O -0.071 -2.334 -0.221  0.22
O 0.095 -2.462 3.065  0.15
O 0.739 -2.852 -2.962  -0.12
N -1.103 -5.757 -2.702  0.05
C 1.319 0.365 5.842  -0.09
C 3.844 3.534 5.170  -0.09
C -0.947 -4.450 -2.070  -0.33
C 1.719 -3.340 -3.841  -0.20
C -1.651 -0.317 -5.000  -0.14
C -0.764 2.882 3.037  -0.29
C 1.192 -0.990 5.565  -0.06
C 4.882 5.222 3.808  -0.02
C 2.897 4.091 3.030  -0.01
C 0.519 -3.205 2.266  -0.49
C 1.093 -1.356 -5.325  -0.18
C -2.191 2.244 4.833  -0.08
C -1.409 0.602 3.263  -0.08
C -4.436 3.360 -6.990  -0.02
C -2.144 0.929 4.393  -0.09
C 0.011 -4.590 -0.911  -0.05
C -0.561 -3.343 -3.079  -0.18
C -4.366 4.395 -4.414  -0.08
C 4.845 4.475 4.976  -0.09
C 1.828 0.782 7.064  -0.08
C 2.165 -2.299 -4.859  -0.12
C 2.206 -0.153 8.017  -0.02
C 2.075 -1.493 7.721  -0.29
C 1.576 -1.929 6.510  -0.01
C -3.870 3.125 -4.657  -0.01
C 3.905 5.019 2.856  -0.28
C 1.966 -3.504 2.156  0.05
C -0.529 -0.358 -3.992  -0.51
C -2.216 -1.676 -5.339  -0.07
C -1.490 3.231 4.156  -0.02
C -4.899 5.147 -5.451  -0.09
C -3.914 2.631 -5.943  -0.27
C 2.875 3.342 4.196  -0.07
C -0.100 -3.471 0.050  -0.46
C -0.717 1.585 2.570  -0.01
C -4.935 4.628 -6.736  -0.08
H -2.693 -2.132 -4.497  0.08
H 0.240 -1.937 -5.624  0.10
H -4.336 4.798 -3.414  0.11
H -5.354 5.211 -7.544  0.10
H -0.769 -3.688 -4.075  0.11
H -5.286 6.137 -5.255  0.10
H -1.497 -2.362 -5.748  0.05
H 1.929 1.837 7.279  0.10
H 5.599 4.628 5.734  0.10
H -2.765 2.502 5.712  0.10
H 2.149 3.956 2.268  0.10
H -1.496 4.259 4.494  0.12
H -2.428 0.212 -4.518  0.09
H 2.598 0.149 8.979  0.12
H -1.364 -0.423 2.922  0.09
H 1.028 -4.728 -1.216  0.13
H 2.479 -2.843 -5.732  0.11
H 2.298 -4.025 3.031  0.10
H 1.492 -2.990 6.314  0.12
H 2.097 2.605 4.343  0.07
H -0.135 1.347 1.688  0.12
H 2.500 -2.589 2.029  0.10
H 5.659 5.955 3.634  0.12
H -1.231 -2.524 -2.913  0.09
H -4.449 2.938 -7.986  0.12
H 1.459 -0.888 -6.220  0.13
H -0.297 -5.482 -0.400  0.13
H 1.019 1.097 5.103  0.07
H -1.700 -5.638 -3.499  0.07
H 1.412 -4.249 -4.335  0.12
H -1.900 -4.191 -1.655  0.14
H -0.217 -6.134 -2.998  0.07
H 3.039 -1.798 -4.498  0.11
H -2.677 0.158 4.932  0.10
H -2.955 -1.529 -6.100  0.08
H 2.571 -3.598 -3.234  0.12
H 0.791 -1.316 4.612  0.07
H 3.820 2.949 6.079  0.09
H -1.368 0.231 -5.868  0.11
H 2.169 -4.130 1.306  0.08
H -3.458 2.520 -3.859  0.12


Formula: C26H41ClN4O5
Source: the OMol25 dataset
Level of theory: ωB97M-V/def2-TZVPD

Results
* charge: 0
* total energy: -2070.819221 hartree
* SMILES: CN[C@H](CNC(=O)N1CCC[C@@H]([C@@H](OCCNC(=O)OC)c2cccc(Cl)c2)C1)C[C@H]1CCCOC1
* LUMO level: 0.020 hartree

Each line ends with the Löwdin charge.
CARTESIAN COORDINATES (ANGSTROEM)
Cl 6.868 0.890 1.626  0.68
O -2.985 -0.128 2.897  -0.07
O -0.242 3.164 -2.547  -0.12
O -1.774 1.441 3.991  0.08
O -0.982 -2.525 1.211  0.04
O 1.912 -1.013 1.766  -0.10
N 0.327 -3.300 -0.456  -0.03
N -4.188 0.521 -0.914  -0.08
N -0.788 -0.420 3.132  0.10
N -1.746 -2.341 -0.906  0.09
C -1.824 0.391 3.392  -0.60
C 4.452 -0.035 0.877  -0.05
C 0.558 -0.042 3.483  -0.12
C -5.200 0.131 -1.871  -0.12
C 3.308 0.701 -1.096  -0.04
C 5.462 1.619 -0.557  -0.11
C 5.496 0.820 0.575  -0.66
C -2.911 -0.153 -1.029  -0.34
C -1.573 2.017 -0.835  -0.29
C 3.346 -0.098 0.039  -0.18
C -4.147 0.635 3.177  -0.07
C 2.595 -2.497 0.052  -0.21
C -1.867 0.641 -0.237  -0.11
C -0.673 4.314 -0.446  -0.16
C 0.297 4.059 -1.599  -0.22
C -0.551 1.918 -1.972  -0.18
C -1.024 2.985 0.218  -0.15
C 2.215 -1.039 0.388  -0.28
C 1.454 -3.451 0.438  -0.09
C 1.426 0.221 2.248  -0.16
C -2.939 -1.618 -0.533  -0.12
C 2.959 -2.692 -1.424  -0.14
C -0.803 -2.693 0.014  -0.51
C 0.667 -3.595 -1.827  -0.15
C 4.360 1.552 -1.390  -0.07
C 1.730 -2.616 -2.332  -0.15
H 3.462 -2.742 0.671  0.15
H 2.010 -2.868 -3.355  0.11
H 2.265 0.880 2.511  0.13
H -2.506 2.425 -1.236  0.14
H -0.125 2.560 0.674  0.11
H 1.243 3.655 -1.202  0.12
H -4.201 0.872 4.241  0.09
H 1.323 -1.604 -2.333  0.10
H -6.073 0.767 -1.727  0.08
H -0.931 1.305 -2.794  0.13
H 3.698 -1.949 -1.730  0.11
H 1.115 -3.232 1.450  0.12
H -1.578 4.777 -0.840  0.12
H 4.482 -0.648 1.765  0.12
H -1.520 -2.334 -1.885  0.12
H 4.318 2.171 -2.274  0.11
H -2.643 -0.151 -2.094  0.14
H 0.372 1.454 -1.581  0.11
H 0.822 0.721 1.480  0.11
H -0.215 -3.589 -2.468  0.11
H -4.994 0.021 2.881  0.09
H -3.807 -2.135 -0.957  0.12
H 0.509 4.979 -2.149  0.12
H -4.814 0.300 -2.876  0.08
H 1.813 -4.485 0.389  0.14
H -3.005 -1.639 0.557  0.12
H -0.217 4.995 0.273  0.11
H 1.025 -0.841 4.065  0.13
H 0.487 0.865 4.087  0.12
H -4.537 0.426 0.034  0.11
H -5.524 -0.917 -1.797  0.07
H 2.456 0.660 -1.758  0.10
H 6.283 2.282 -0.778  0.10
H 1.317 -0.748 -0.185  0.14
H -0.945 0.059 -0.170  0.11
H -4.138 1.572 2.612  0.09
H 3.413 -3.679 -1.535  0.12
H -0.928 -1.239 2.544  0.10
H -1.757 3.136 1.011  0.12
H -2.246 0.766 0.777  0.10
H 1.080 -4.612 -1.852  0.13


Formula: C37H25BrEuF2N8OS
Source: the OMol25 dataset
Level of theory: ωB97M-V/def2-TZVPD

Results
* relative energy (zero: lowest compared OMol25 entry of this formula, charge and spin): 2.235 eV
* <S²>: 12.20
* charge: +1
* total energy: -5820.261846 hartree
* LUMO level (spin up / spin down): -0.156 / -0.116 hartree
* spin multiplicity: 7

Each line ends with the Löwdin charge.
CARTESIAN COORDINATES (ANGSTROEM)
Eu -0.165 -0.552 0.848  1.90
Br 2.096 -1.664 3.277  0.78
S -1.657 -5.811 0.297  1.03
F -3.063 0.460 5.841  0.05
F -5.640 0.643 1.868  0.05
O 5.476 2.173 2.738  0.06
N -1.164 3.221 0.327  0.10
N 0.526 0.920 -1.031  -0.02
N -2.427 -0.367 -0.442  0.00
N 1.030 -1.325 -1.373  0.03
N 0.406 3.357 -1.462  0.15
N 1.665 0.821 1.925  -0.11
N 2.021 -2.981 -0.138  0.06
N -1.212 -3.344 1.184  -0.06
C 3.037 2.282 -4.834  -0.04
C -0.619 3.820 -0.763  -0.38
C 1.984 2.110 1.581  -0.11
C -2.281 3.653 0.876  -0.19
C -1.617 -5.509 2.008  -0.38
C 3.337 0.905 -4.824  -0.06
C -3.451 -0.334 1.752  -0.19
C -4.671 -1.247 -0.254  0.01
C -4.362 0.419 3.855  0.07
C -3.416 -1.413 -2.352  -0.03
C -2.467 5.382 -0.733  -0.04
C -2.261 -0.479 2.459  -0.19
C 2.056 2.722 -3.915  0.00
C 3.200 2.630 1.857  0.03
C -2.048 -0.345 3.792  -0.09
C -1.467 -4.149 2.273  -0.24
C -1.121 -4.154 0.130  -0.48
C -4.594 -1.645 -1.577  -0.03
C 4.147 1.782 2.534  -0.22
C -3.145 0.163 4.503  -0.23
C 1.933 -2.402 -1.312  -0.36
C 3.769 0.517 3.005  -0.05
C 1.576 1.847 -2.968  -0.12
C 2.766 -2.897 -2.370  -0.01
C 4.144 -3.958 -0.633  -0.06
C -1.218 5.046 -1.188  -0.02
C -3.539 -0.631 0.313  -0.21
C -2.423 -0.674 -1.725  -0.17
C -3.005 4.697 0.428  -0.05
C 2.836 0.000 -3.848  0.00
C 3.868 -3.675 -1.952  -0.08
C 0.680 2.082 -1.801  -0.22
C 3.107 -3.623 0.269  -0.15
C 1.908 0.489 -2.909  -0.07
C 1.207 -0.063 -1.675  -0.36
C 2.478 0.121 2.692  -0.72
C -4.501 0.164 2.485  -0.20
H -5.351 -2.256 -2.011  0.10
H -1.095 -0.640 4.202  0.08
H 4.438 -4.182 -2.740  0.12
H 5.031 -4.502 -0.276  0.11
H 4.137 0.573 -5.498  0.11
H 4.418 -0.042 3.639  0.11
H -1.639 -6.382 2.624  0.05
H 5.578 3.151 2.653  0.13
H 1.763 3.755 -3.949  0.11
H -5.260 0.744 4.378  0.14
H -2.950 6.239 -1.196  0.11
H -2.543 3.168 1.786  0.09
H -1.453 -3.707 3.282  0.11
H 3.193 -1.026 -3.822  0.07
H -0.662 5.643 -1.922  0.11
H 1.240 2.652 0.966  0.09
H 3.058 -3.997 1.334  0.11
H -1.608 -0.217 -2.302  0.10
H -0.733 -3.907 -0.826  0.04
H 2.482 -2.803 -3.430  0.11
H -3.825 5.051 1.003  0.09
H 3.459 3.685 1.629  0.14
H -5.606 -1.365 0.275  0.12
H -3.382 -1.772 -3.373  0.11
H 3.592 2.951 -5.470  0.11


> What is the charge in the fourth record?

+1


> The highest total energy belongs to which entry?

C9H34O8


> Look up the charge of the fourth one.

+1


What did the third record say?
Formula: C26H41ClN4O5
Source: the OMol25 dataset
Level of theory: ωB97M-V/def2-TZVPD

Results
* charge: 0
* total energy: -2070.819221 hartree
* SMILES: CN[C@H](CNC(=O)N1CCC[C@@H]([C@@H](OCCNC(=O)OC)c2cccc(Cl)c2)C1)C[C@H]1CCCOC1
* LUMO level: 0.020 hartree

Each line ends with the Löwdin charge.
CARTESIAN COORDINATES (ANGSTROEM)
Cl 6.868 0.890 1.626  0.68
O -2.985 -0.128 2.897  -0.07
O -0.242 3.164 -2.547  -0.12
O -1.774 1.441 3.991  0.08
O -0.982 -2.525 1.211  0.04
O 1.912 -1.013 1.766  -0.10
N 0.327 -3.300 -0.456  -0.03
N -4.188 0.521 -0.914  -0.08
N -0.788 -0.420 3.132  0.10
N -1.746 -2.341 -0.906  0.09
C -1.824 0.391 3.392  -0.60
C 4.452 -0.035 0.877  -0.05
C 0.558 -0.042 3.483  -0.12
C -5.200 0.131 -1.871  -0.12
C 3.308 0.701 -1.096  -0.04
C 5.462 1.619 -0.557  -0.11
C 5.496 0.820 0.575  -0.66
C -2.911 -0.153 -1.029  -0.34
C -1.573 2.017 -0.835  -0.29
C 3.346 -0.098 0.039  -0.18
C -4.147 0.635 3.177  -0.07
C 2.595 -2.497 0.052  -0.21
C -1.867 0.641 -0.237  -0.11
C -0.673 4.314 -0.446  -0.16
C 0.297 4.059 -1.599  -0.22
C -0.551 1.918 -1.972  -0.18
C -1.024 2.985 0.218  -0.15
C 2.215 -1.039 0.388  -0.28
C 1.454 -3.451 0.438  -0.09
C 1.426 0.221 2.248  -0.16
C -2.939 -1.618 -0.533  -0.12
C 2.959 -2.692 -1.424  -0.14
C -0.803 -2.693 0.014  -0.51
C 0.667 -3.595 -1.827  -0.15
C 4.360 1.552 -1.390  -0.07
C 1.730 -2.616 -2.332  -0.15
H 3.462 -2.742 0.671  0.15
H 2.010 -2.868 -3.355  0.11
H 2.265 0.880 2.511  0.13
H -2.506 2.425 -1.236  0.14
H -0.125 2.560 0.674  0.11
H 1.243 3.655 -1.202  0.12
H -4.201 0.872 4.241  0.09
H 1.323 -1.604 -2.333  0.10
H -6.073 0.767 -1.727  0.08
H -0.931 1.305 -2.794  0.13
H 3.698 -1.949 -1.730  0.11
H 1.115 -3.232 1.450  0.12
H -1.578 4.777 -0.840  0.12
H 4.482 -0.648 1.765  0.12
H -1.520 -2.334 -1.885  0.12
H 4.318 2.171 -2.274  0.11
H -2.643 -0.151 -2.094  0.14
H 0.372 1.454 -1.581  0.11
H 0.822 0.721 1.480  0.11
H -0.215 -3.589 -2.468  0.11
H -4.994 0.021 2.881  0.09
H -3.807 -2.135 -0.957  0.12
H 0.509 4.979 -2.149  0.12
H -4.814 0.300 -2.876  0.08
H 1.813 -4.485 0.389  0.14
H -3.005 -1.639 0.557  0.12
H -0.217 4.995 0.273  0.11
H 1.025 -0.841 4.065  0.13
H 0.487 0.865 4.087  0.12
H -4.537 0.426 0.034  0.11
H -5.524 -0.917 -1.797  0.07
H 2.456 0.660 -1.758  0.10
H 6.283 2.282 -0.778  0.10
H 1.317 -0.748 -0.185  0.14
H -0.945 0.059 -0.170  0.11
H -4.138 1.572 2.612  0.09
H 3.413 -3.679 -1.535  0.12
H -0.928 -1.239 2.544  0.10
H -1.757 3.136 1.011  0.12
H -2.246 0.766 0.777  0.10
H 1.080 -4.612 -1.852  0.13